# 1
Computed, not measured: the ion C4H14N2 with charge +2 at a distorted geometry, with ωB97M-V/def2-TZVPD.

Each line ends with the Mulliken charge.
Element x y z (Å)
C -0.78 1.67 -1.44  -1.441
C -0.10 0.40 -0.89  0.391
C 0.34 0.23 0.58  -1.154
C 0.03 -1.23 1.10  -0.620
N -0.66 -1.33 2.42  -0.284
N 1.18 0.31 -1.80  -0.361
H -1.57 2.01 -0.76  0.341
H -0.32 2.55 -1.87  0.436
H -1.31 1.29 -2.34  0.457
H -0.74 -0.46 -1.07  0.287
H -0.10 0.92 1.32  0.442
H 1.36 0.57 0.71  0.517
H -0.69 -1.64 0.40  0.422
H 0.87 -1.91 0.90  0.386
H -1.43 -0.65 2.39  0.384
H -1.01 -2.27 2.63  0.375
H -0.09 -0.98 3.19  0.346
H 1.51 1.28 -1.85  0.388
H 0.93 0.13 -2.78  0.370
H 1.91 -0.24 -1.35  0.319

Properties
HOMO-LUMO gap: 13.29 eV
ΔE to the lowest compared entry with this formula, charge and spin: 30.5 kcal per mole
net charge: +2
largest force on an atom: 2.41 eV Å⁻¹
E: -269.65915 hartree
SMILES: C[C@@H]([NH3+])CC[NH3+]

***

# 2
Computed, not measured: a cluster of 2 separate species, C4H14N2O in total, with ωB97M-V/def2-TZVPD.

Each line ends with the Mulliken charge.
Element x y z (Å)
N 0.21 0.12 0.52  -1.382
C 1.21 -0.77 -0.05  -1.455
C 2.25 -1.26 0.94  -1.225
N 3.08 -2.32 0.34  -0.275
H -0.33 -0.33 1.25  0.593
H 0.63 0.99 0.87  0.720
H -0.67 0.48 -0.64  0.934
H 0.70 -1.63 -0.50  0.033
H 1.70 -0.24 -0.87  -0.061
H 2.85 -0.41 1.27  0.448
H 1.72 -1.68 1.81  0.492
H 3.06 -2.23 -0.67  0.153
H 4.05 -2.16 0.59  0.328
C -2.47 1.11 -1.29  -0.146
O -1.17 0.69 -1.52  -0.230
C -2.68 1.75 0.07  -1.745
H -3.19 0.28 -1.38  0.242
H -2.75 1.86 -2.04  0.293
H -3.65 2.25 0.13  0.463
H -1.90 2.49 0.28  0.377
H -2.65 1.01 0.88  0.444

Properties
HOMO-LUMO gap (alpha / beta): 2.86 / 9.61 eV
2S+1: 2
ΔE to the lowest compared entry with this formula, charge and spin: 13.0 kcal per mole
net charge: -1
largest force on an atom: 0.76 eV Å⁻¹
E: -345.48104 hartree
<S²>: 0.750

***

# 3
Computed, not measured: a cluster of 2 separate species, C4H14N2O in total at a distorted geometry, with ωB97M-V/def2-TZVPD.

Each line ends with the Mulliken charge.
Element x y z (Å)
C 1.00 2.09 1.07  -1.545
C 0.82 0.78 0.34  0.661
C -0.50 0.83 -0.54  -1.181
C -1.10 -0.52 -0.98  -0.549
N -1.52 -1.36 0.13  -0.524
N 1.93 0.49 -0.56  -0.661
H 1.74 1.93 1.85  0.373
H 0.15 2.63 1.47  0.388
H 1.43 2.87 0.42  0.365
H 0.56 -0.02 1.02  0.133
H -1.22 1.40 0.08  0.370
H -0.32 1.56 -1.33  0.529
H -0.43 -0.83 -1.79  0.248
H -1.97 -0.23 -1.58  0.299
H -2.45 -1.01 0.34  0.290
H -1.12 -1.14 1.05  0.240
H 1.77 0.93 -1.46  0.278
H 2.75 1.00 -0.24  0.285
H 0.04 -3.28 0.31  0.347
H -1.25 -3.93 0.15  0.332
O -0.31 -4.19 0.27  -0.679

Properties
HOMO-LUMO gap: 10.51 eV
ΔE to the lowest compared entry with this formula, charge and spin: 39.1 kcal per mole
net charge: 0
largest force on an atom: 3.23 eV Å⁻¹
E: -345.51392 hartree
SMILES: C[C@H](N)CCN.O

***

# 4
Computed, not measured: a cluster of 2 separate species, C4H14N2O in total at a distorted geometry, with ωB97M-V/def2-TZVPD.

Each line ends with the Mulliken charge.
Element x y z (Å)
C 1.81 -0.95 1.41  -1.613
C 0.78 -0.36 0.45  0.343
C -0.55 -0.15 1.21  -0.662
C -1.67 0.61 0.50  -0.636
N -1.19 1.85 -0.12  -0.527
N 0.68 -1.23 -0.71  -0.659
H 2.19 -0.29 2.17  0.391
H 1.37 -1.82 1.89  0.349
H 2.63 -1.35 0.80  0.420
H 1.05 0.67 0.16  0.348
H -0.32 0.30 2.19  0.399
H -0.95 -1.13 1.50  0.266
H -2.19 0.00 -0.23  0.271
H -2.33 0.92 1.30  0.395
H -1.94 2.51 -0.26  0.236
H -0.72 1.72 -1.02  0.170
H 0.51 -2.18 -0.37  0.274
H -0.15 -0.99 -1.24  0.257
H 0.62 0.62 -2.50  0.321
H 0.45 0.54 -3.99  0.310
O -0.07 0.70 -3.17  -0.652

Properties
HOMO-LUMO gap: 10.01 eV
ΔE to the lowest compared entry with this formula, charge and spin: 21.4 kcal per mole
net charge: 0
largest force on an atom: 1.41 eV Å⁻¹
E: -345.54203 hartree
SMILES: C[C@@H](N)CCN.O

***

# 5
Computed, not measured: a cluster of 2 separate species, C4H14N2O in total at a distorted geometry, with ωB97M-V/def2-TZVPD.

Each line ends with the Mulliken charge.
Element x y z (Å)
N 3.25 -0.68 -1.83  -0.651
N -1.11 0.02 0.12  -0.308
C -1.96 -0.26 1.23  -1.034
C 2.60 -0.24 -0.53  -0.354
C 0.31 -0.04 0.51  -0.536
C 1.10 -0.15 -0.82  -0.570
H 4.27 -0.70 -1.80  0.215
H 3.00 -0.08 -2.62  0.206
H -1.29 -0.71 -0.58  0.221
H -1.97 -1.33 1.46  0.393
H -2.95 0.04 0.84  0.178
H -1.77 0.30 2.17  0.419
H 3.09 0.74 -0.36  0.251
H 2.88 -0.90 0.32  0.339
H 0.53 0.87 1.09  0.295
H 0.45 -0.91 1.18  0.329
H 0.92 0.65 -1.56  0.314
H 0.74 -1.10 -1.26  0.268
O -4.39 1.63 0.92  -0.684
H -3.72 2.09 0.36  0.338
H -3.97 0.77 1.15  0.373

Properties
HOMO-LUMO gap: 10.04 eV
ΔE to the lowest compared entry with this formula, charge and spin: 49.1 kcal per mole
net charge: 0
largest force on an atom: 2.49 eV Å⁻¹
E: -345.49792 hartree
SMILES: CNCCCN.O

***

# 6
Computed, not measured: a cluster of 2 separate species, C4H14N2O in total at a distorted geometry, with ωB97M-V/def2-TZVPD.

Each line ends with the Mulliken charge.
Element x y z (Å)
C 2.54 -0.02 -1.67  -1.268
C 1.21 -0.64 -1.55  -0.358
C 0.40 -0.48 -0.17  -0.497
N -0.55 -1.59 -0.19  -0.315
C -1.36 -1.62 0.97  -0.438
N -2.40 -0.53 0.91  -0.600
H 3.02 -0.55 -2.52  0.344
H 3.27 -0.31 -0.93  0.343
H 2.52 0.97 -1.96  0.353
H 0.59 0.14 -2.15  0.142
H 1.25 -1.66 -1.93  0.411
H -0.17 0.42 -0.24  0.291
H 1.06 -0.66 0.70  0.339
H -1.11 -1.70 -1.02  0.229
H -1.95 -2.72 1.10  0.236
H -0.80 -1.50 1.92  0.358
H -2.68 -0.23 1.81  0.211
H -3.31 -0.85 0.53  0.222
H -0.47 4.11 1.51  0.314
H -0.89 4.66 2.74  0.312
O -0.17 4.76 2.14  -0.626

Properties
HOMO-LUMO gap: 9.51 eV
ΔE to the lowest compared entry with this formula, charge and spin: 61.5 kcal per mole
net charge: 0
largest force on an atom: 4.33 eV Å⁻¹
E: -345.47823 hartree
SMILES: CCCNCN.O

***

# 7
Computed, not measured: a cluster of 2 separate species, C4H14N2O in total at a distorted geometry, with ωB97M-V/def2-TZVPD.

Each line ends with the Mulliken charge.
Element x y z (Å)
N -1.80 -0.08 -1.13  -0.448
C -1.85 -0.09 0.33  -0.986
C -0.70 0.54 1.09  -0.468
N 0.55 -0.06 0.67  0.301
C 1.75 0.65 1.14  -1.060
C 0.64 -1.52 0.77  -1.048
H -1.98 0.83 -1.52  0.206
H -1.14 -0.54 -1.72  0.252
H -2.84 0.26 0.67  0.393
H -1.99 -1.14 0.61  0.364
H -0.62 1.62 1.00  0.384
H -0.83 0.32 2.18  0.299
H 2.51 0.27 0.46  0.355
H 2.05 0.48 2.17  0.319
H 1.57 1.73 1.07  0.303
H -0.11 -1.94 0.10  0.288
H 1.65 -1.76 0.46  0.382
H 0.35 -1.83 1.80  0.282
H 1.52 1.28 -2.23  0.300
H 0.61 0.23 -1.71  0.264
O 1.12 0.45 -2.50  -0.683

Properties
HOMO-LUMO gap: 9.38 eV
ΔE to the lowest compared entry with this formula, charge and spin: 40.2 kcal per mole
net charge: 0
largest force on an atom: 1.91 eV Å⁻¹
E: -345.51218 hartree
SMILES: CN(C)CCN.O

***

# 8
Computed, not measured: a cluster of 2 separate species, C4H14N2O in total at a distorted geometry, with ωB97M-V/def2-TZVPD.

Each line ends with the Mulliken charge.
Element x y z (Å)
N -0.44 -0.22 2.64  -0.627
C 0.73 -0.49 1.74  -0.789
C 0.62 0.09 0.30  -0.515
N -0.71 -0.16 -0.32  -0.202
C -1.17 -1.01 -1.58  -0.479
C -2.41 -1.69 -1.29  -0.981
H -0.32 0.85 2.86  0.236
H -1.40 -0.42 2.26  0.268
H 1.63 -0.21 2.16  0.451
H 0.74 -1.54 1.60  0.353
H 1.36 -0.57 -0.24  0.216
H 0.92 1.17 0.22  0.386
H -1.37 0.68 -0.41  0.224
H -0.35 -1.63 -1.88  0.293
H -1.26 -0.40 -2.54  0.289
H -2.10 -2.22 -0.38  0.257
H -3.29 -1.15 -0.93  0.288
H -2.79 -2.22 -2.17  0.332
H 4.12 4.16 -1.27  0.308
H 3.71 3.60 0.09  0.320
O 3.78 3.38 -0.86  -0.627

Properties
HOMO-LUMO gap: 9.13 eV
ΔE to the lowest compared entry with this formula, charge and spin: 68.4 kcal per mole
net charge: 0
largest force on an atom: 4.88 eV Å⁻¹
E: -345.46720 hartree
SMILES: CCNCCN.O

***

- Which formula does entry 6 have?
  C4H14N2O

***

- Which formula does entry 8 have?
  C4H14N2O